A cluster of 2 separate species, C3H9S2 in total. Source: OMol25; level of theory: the ωB97M-V functional and the def2-TZVPD basis.

Last column: Mulliken charge in e.
Element x y z (Å)
C  0.800  -1.274  0.943  -1.09
C  1.026  -0.108  -0.017  -0.25
C  0.373  1.230  0.390  -0.82
S  -1.382  1.159  0.884  -0.58
H  1.337  -1.133  1.879  0.30
H  1.152  -2.197  0.487  0.33
H  -0.257  -1.354  1.201  0.29
H  2.101  0.073  -0.120  0.31
H  0.675  -0.411  -1.008  0.16
H  0.468  1.905  -0.460  0.31
H  0.948  1.629  1.227  0.31
S  -2.040  -0.125  -2.200  -0.48
H  -1.864  0.448  -0.833  0.13
H  -3.337  0.159  -2.372  0.07

Properties
Maximum force: 0.50 eV/A
Energy above the lowest of the compared OMol25 structures with the same formula, charge and spin: 5.6 kcal/mol
HOMO energy: -2.996 eV
Orbital gap: 6.749 eV
Charge: -1
Lowest unoccupied orbital energy: 0.1379 hartree

=====

A structure of composition C3HBiO2. Source: OMol25; level of theory: the ωB97M-V functional and the def2-TZVPD basis.

Last column: Mulliken charge in e.
Element x y z (Å)
C  -0.081  -1.759  -0.232  0.08
H  0.267  -2.623  -0.781  0.41
C  -0.216  -0.784  0.530  -0.44
O  -2.100  -0.112  -0.496  -0.30
C  -1.112  0.361  0.121  1.02
Bi  1.649  0.572  -0.252  1.68
O  -0.397  1.354  -0.231  -0.46

Properties
Maximum force: 8.01 eV/A
Energy above the lowest of the compared OMol25 structures with the same formula, charge and spin: 75.4 kcal/mol
HOMO energy: -20.300 eV
Orbital gap: 6.127 eV
Charge: +2
Lowest unoccupied orbital energy: -0.5208 hartree

=====

A cluster of 2 separate species, C3HBrClN in total. Source: OMol25; level of theory: the ωB97M-V functional and the def2-TZVPD basis.

Last column: Mulliken charge in e.
Element x y z (Å)
C  -1.416  -0.182  -0.879  0.55
C  1.409  -0.549  0.334  -0.14
C  -0.727  0.801  -0.133  -0.28
N  -2.132  -1.063  -1.119  -0.36
Cl  2.302  0.041  1.658  -0.04
Br  -0.702  2.585  -0.424  0.05
H  1.266  -1.635  0.562  0.22

Properties
Maximum force: 2.06 eV/A
Energy above the lowest of the compared OMol25 structures with the same formula, charge and spin: 147.4 kcal/mol
HOMO energy (spin up / spin down): -8.981 / -8.982 eV
Orbital gap (spin up / spin down): 6.971 / 7.145 eV
Lowest unoccupied orbital energy (spin up / spin down): -0.0739 / -0.0675 hartree

=====

An isolated molecule of C3HBrClNS. Source: OMol25; level of theory: the ωB97M-V functional and the def2-TZVPD basis.

Last column: Mulliken charge in e.
Element x y z (Å)
C  0.804  -0.566  -1.245  -0.04
C  -0.785  0.158  0.283  0.77
C  -0.187  0.600  1.344  -0.08
N  -0.417  -0.403  -0.873  -0.52
S  2.238  -0.117  -0.488  -0.29
Cl  0.199  1.008  2.840  -0.04
Br  -2.762  0.401  0.329  -0.14
H  0.909  -1.081  -2.191  0.35

Properties
Maximum force: 1.48 eV/A
Energy above the lowest of the compared OMol25 structures with the same formula, charge and spin: 64.6 kcal/mol
HOMO energy (spin up / spin down): -8.781 / -8.838 eV
Orbital gap (spin up / spin down): 6.024 / 6.184 eV
Lowest unoccupied orbital energy (spin up / spin down): -0.1013 / -0.0976 hartree

=====

An isolated molecule of C3HBrN4. Source: OMol25; level of theory: the ωB97M-V functional and the def2-TZVPD basis.

Last column: Mulliken charge in e.
Element x y z (Å)
C  1.257  1.507  -0.410  0.34
C  0.361  0.442  -0.290  0.48
C  -0.988  -1.142  -0.414  0.34
N  2.004  2.325  -0.139  -0.40
N  -0.281  -0.286  -1.173  -0.51
N  -0.671  -1.105  0.860  -0.59
N  0.131  -0.021  0.952  0.15
Br  -2.247  -2.197  -1.196  -0.10
H  0.435  0.476  1.810  0.27

Properties
SMILES: N#Cc1nc(Br)n[nH]1
Maximum force: 1.75 eV/A
Energy above the lowest of the compared OMol25 structures with the same formula, charge and spin: 2.7 kcal/mol
HOMO energy: -10.221 eV
Orbital gap: 10.225 eV
Lowest unoccupied orbital energy: 0.0001 hartree

=====

A structure of composition C3HCl2FO. Source: OMol25; level of theory: the ωB97M-V functional and the def2-TZVPD basis.

Last column: Mulliken charge in e.
Element x y z (Å)
C  -0.719  0.013  -0.129  0.63
C  -0.039  -0.022  -1.335  -0.26
C  0.379  0.549  1.191  0.14
O  -1.658  -0.575  0.311  -0.45
F  -0.194  -1.019  -2.167  -0.18
Cl  1.850  0.021  1.112  -0.11
Cl  -0.296  0.291  2.783  -0.13
H  0.678  0.742  -1.766  0.36

Properties
Maximum force: 5.92 eV/A
Energy above the lowest of the compared OMol25 structures with the same formula, charge and spin: 82.9 kcal/mol
HOMO energy (spin up / spin down): -8.380 / -9.845 eV
Orbital gap (spin up / spin down): 6.541 / 9.064 eV
Lowest unoccupied orbital energy (spin up / spin down): -0.0676 / -0.0287 hartree

=====

A cluster of 2 separate species, C3HCl3N2 in total. Source: OMol25; level of theory: the ωB97M-V functional and the def2-TZVPD basis.

Last column: Mulliken charge in e.
Element x y z (Å)
C  -0.840  1.787  0.239  0.16
C  -0.411  0.857  -0.809  0.34
C  1.325  -2.122  1.673  0.04
N  -1.147  2.439  1.103  -0.29
N  -1.119  -0.106  -1.052  -0.40
Cl  1.243  1.308  -1.334  -0.13
Cl  1.931  -1.611  0.083  -0.06
Cl  -0.275  -1.727  1.823  0.03
H  -0.705  -0.825  -1.726  0.32

Properties
Maximum force: 3.50 eV/A
Energy above the lowest of the compared OMol25 structures with the same formula, charge and spin: 56.8 kcal/mol
HOMO energy: -9.942 eV
Orbital gap: 8.654 eV
Lowest unoccupied orbital energy: -0.0473 hartree

=====

A structure of composition C3HClO. Source: OMol25; level of theory: the ωB97M-V functional and the def2-TZVPD basis.

Last column: Mulliken charge in e.
Element x y z (Å)
C  -1.360  0.860  -0.333  0.01
C  0.577  -0.840  0.355  0.51
C  -0.363  0.219  -0.034  -0.23
O  1.100  -1.813  0.539  -0.15
Cl  2.455  0.233  -0.234  -0.49
H  -2.409  1.341  -0.293  0.34

Properties
Maximum force: 6.73 eV/A
Energy above the lowest of the compared OMol25 structures with the same formula, charge and spin: 36.6 kcal/mol
HOMO energy: -9.677 eV
Orbital gap: 8.296 eV
Lowest unoccupied orbital energy: -0.0507 hartree

=====

An isolated molecule of C3HClO. Source: OMol25; level of theory: the ωB97M-V functional and the def2-TZVPD basis.

Last column: Mulliken charge in e.
Element x y z (Å)
C  -0.781  -0.360  -0.002  -0.19
C  0.548  -0.398  0.142  -0.09
C  -0.120  0.894  0.130  0.59
O  -0.018  2.082  -0.028  -0.53
Cl  1.993  -1.292  0.013  -0.13
H  -1.623  -0.925  -0.255  0.35

Properties
SMILES: O=c1cc1Cl
Maximum force: 1.57 eV/A
Energy above the lowest of the compared OMol25 structures with the same formula, charge and spin: 0.0 kcal/mol
HOMO energy: -9.603 eV
Orbital gap: 10.145 eV
Lowest unoccupied orbital energy: 0.0199 hartree

=====

An isolated molecule of C3HClO2S. Source: OMol25; level of theory: the ωB97M-V functional and the def2-TZVPD basis.

Last column: Mulliken charge in e.
Element x y z (Å)
C  1.562  0.760  -0.031  0.25
C  2.648  0.255  -0.474  -0.34
C  0.322  0.999  0.163  -0.22
O  -0.710  -1.193  1.340  -0.45
O  -0.186  -1.604  -1.160  -0.43
S  -0.775  -0.816  -0.061  0.90
Cl  -2.672  -0.206  -0.421  -0.12
H  -0.189  1.805  0.644  0.41

Properties
Maximum force: 3.48 eV/A
Energy above the lowest of the compared OMol25 structures with the same formula, charge and spin: 11.1 kcal/mol
HOMO energy: -10.381 eV
Orbital gap: 7.910 eV
Lowest unoccupied orbital energy: -0.0908 hartree

=====

A cluster of 2 separate species, C3HF2I in total. Source: OMol25; level of theory: the ωB97M-V functional and the def2-TZVPD basis.

Last column: Mulliken charge in e.
Element x y z (Å)
C  -1.006  -0.643  0.166  -0.11
C  0.026  -0.754  -0.573  -0.51
C  -0.289  0.612  -0.126  0.74
F  -0.977  1.547  -0.835  -0.24
F  0.512  1.279  0.583  -0.19
I  3.611  -0.838  0.099  0.02
H  -1.877  -1.202  0.686  0.29

Properties
Maximum force: 4.44 eV/A
Energy above the lowest of the compared OMol25 structures with the same formula, charge and spin: 66.9 kcal/mol
HOMO energy (spin up / spin down): -10.176 / -9.832 eV
Orbital gap (spin up / spin down): 7.988 / 6.746 eV
Lowest unoccupied orbital energy (spin up / spin down): -0.0804 / -0.1134 hartree

=====

An isolated molecule of C3HF2N. Source: OMol25; level of theory: the ωB97M-V functional and the def2-TZVPD basis.

Last column: Mulliken charge in e.
Element x y z (Å)
C  -0.478  -0.746  -0.385  -0.05
C  0.558  0.147  -0.177  0.29
C  0.390  1.038  0.869  0.30
H  -1.300  -0.955  0.529  0.28
N  -0.120  1.614  1.797  -0.38
F  -0.567  -1.354  -1.585  -0.20
F  1.516  0.256  -1.047  -0.23

Properties
SMILES: N#C/C(F)=C/F
Maximum force: 7.35 eV/A
Energy above the lowest of the compared OMol25 structures with the same formula, charge and spin: 32.1 kcal/mol
HOMO energy: -10.135 eV
Orbital gap: 10.001 eV
Lowest unoccupied orbital energy: -0.0049 hartree